{"formula": "C34H18Cl64N2O2S", "method": "ωB97M-V/def2-TZVPD", "species": ["C", "C", "C", "C", "C", "C", "C", "C", "S", "C", "C", "C", "C", "C", "N", "C", "C", "O", "C", "C", "O", "C", "N", "H", "H", "H", "H", "H", "H", "H", "H", "H", "H", "H", "H", "H", "H", "H", "H", "H", "H", "C", "Cl", "Cl", "Cl", "Cl", "C", "Cl", "Cl", "Cl", "Cl", "C", "Cl", "Cl", "Cl", "Cl", "C", "Cl", "Cl", "Cl", "Cl", "C", "Cl", "Cl", "Cl", "Cl", "C", "Cl", "Cl", "Cl", "Cl", "C", "Cl", "Cl", "Cl", "Cl", "C", "Cl", "Cl", "Cl", "Cl", "C", "Cl", "Cl", "Cl", "Cl", "C", "Cl", "Cl", "Cl", "Cl", "C", "Cl", "Cl", "Cl", "Cl", "C", "Cl", "Cl", "Cl", "Cl", "C", "Cl", "Cl", "Cl", "Cl", "C", "Cl", "Cl", "Cl", "Cl", "C", "Cl", "Cl", "Cl", "Cl", "C", "Cl", "Cl", "Cl", "Cl"], "coordinates": [[6.83865, -3.69368, 1.56753], [6.20941, -2.34423, 1.07059], [4.69241, -2.44052, 0.70652], [3.88012, -3.62218, 0.86486], [2.47334, -3.61954, 0.45357], [1.85876, -2.42599, -0.11443], [2.71688, -1.26394, -0.23642], [4.09886, -1.21470, 0.15717], [1.98532, 0.24130, -0.97404], [0.23759, 0.04257, -0.57294], [-0.55870, 1.24840, -0.45891], [-1.97838, 1.11738, -0.15868], [-2.50259, -0.21932, 0.05434], [-1.69160, -1.42111, -0.05803], [-2.36167, -2.68550, 0.17058], [-2.26471, -3.58369, -0.97465], [-3.22848, -3.26471, -2.18095], [-1.50685, -4.48977, -1.07710], [-1.98418, -3.31250, 1.41605], [-1.36125, -2.37125, 2.51431], [-2.14524, -4.46201, 1.68442], [-0.26486, -1.30472, -0.39177], [0.48058, -2.52617, -0.52929], [6.20728, -4.08860, 2.39667], [6.96158, -4.43493, 0.74192], [7.86712, -3.44036, 1.95634], [6.43222, -1.47462, 1.74315], [6.72495, -2.09015, 0.10049], [4.34259, -4.55001, 1.26970], [1.91606, -4.56598, 0.59560], [4.68438, -0.28334, 0.04220], [-0.13272, 2.27787, -0.58910], [-2.65596, 1.99041, -0.08870], [-3.60336, -0.36312, 0.30674], [-3.71888, -2.27168, -1.99056], [-3.98088, -4.06424, -2.34379], [-2.56894, -3.09152, -3.07274], [-1.37778, -2.84853, 3.52164], [-2.01523, -1.45787, 2.60077], [-0.35122, -1.99348, 2.23335], [0.37294, -2.95470, -1.44773], [-1.47776, 3.98542, -3.75900], [0.16662, 4.59004, -4.02598], [-2.50449, 5.30621, -3.17853], [-2.12391, 3.35794, -5.28302], [-1.43883, 2.68868, -2.55063], [-6.13845, 2.10358, 1.23509], [-5.61691, 2.73978, 2.80411], [-6.44670, 3.45071, 0.12433], [-4.85980, 1.06680, 0.56512], [-7.61887, 1.15244, 1.44137], [-1.03006, 5.26263, 0.92169], [-2.64873, 4.55974, 1.08275], [-1.13253, 6.77279, 0.00184], [-0.37125, 5.58786, 2.53195], [0.03816, 4.12138, 0.07500], [-9.74572, -2.27591, 0.50620], [-9.94280, -0.74638, 1.37969], [-9.71344, -1.95923, -1.23792], [-8.22631, -3.04299, 0.99519], [-11.10026, -3.35120, 0.88484], [10.90222, -4.71223, 3.47264], [11.46420, -4.10171, 5.03762], [10.69302, -3.35582, 2.34771], [12.09677, -5.84328, 2.81622], [9.35617, -5.54147, 3.68509], [-2.00012, -8.56119, -0.91980], [-2.12595, -7.02452, -0.05846], [-1.93809, -8.25716, -2.66662], [-0.52203, -9.39995, -0.41625], [-3.41020, -9.57170, -0.54639], [-3.66271, 1.69373, 5.92155], [-4.28400, 0.70436, 4.58875], [-2.73494, 3.05382, 5.26883], [-5.01833, 2.31088, 6.88084], [-2.61165, 0.70493, 6.95043], [0.65559, -0.81941, -5.05627], [-0.89743, -0.33628, -5.76342], [1.33307, -2.16929, -5.98274], [1.77609, 0.55196, -5.10177], [0.40579, -1.31916, -3.37535], [-2.39390, 9.10799, -5.03382], [-1.24024, 7.84419, -4.58272], [-4.00034, 8.68802, -4.41244], [-1.87854, 10.65531, -4.34058], [-2.46076, 9.24438, -6.79921], [0.93498, 4.21339, 6.01263], [0.85901, 5.80743, 5.24023], [2.37116, 4.12528, 7.04604], [-0.52005, 3.96384, 6.98655], [1.02798, 2.95843, 4.76480], [6.27860, 3.05090, 5.92700], [7.16778, 1.54609, 5.63452], [7.31045, 4.43434, 5.52648], [4.82497, 3.08583, 4.91748], [5.81012, 3.13963, 7.63352], [6.38198, 6.48786, 10.07904], [7.34669, 5.10613, 10.62674], [4.89708, 5.90248, 9.31066], [5.96726, 7.50669, 11.46763], [7.31702, 7.43440, 8.90944], [-0.59369, 3.64230, -9.21007], [1.05373, 4.24920, -9.45574], [-1.62785, 4.96032, -8.63244], [-1.22851, 3.02111, -10.74291], [-0.56941, 2.34076, -8.00882], [3.53194, 6.30356, -4.92302], [5.16943, 6.91830, -5.20313], [2.49819, 7.61831, -4.33784], [2.87168, 5.66348, -6.43783], [3.58437, 5.01094, -3.71121], [-12.60752, -2.42119, -4.62616], [-12.77548, -0.99210, -5.66141], [-11.94308, -3.76246, -5.57440], [-11.51499, -2.05238, -3.27757], [-14.19564, -2.87836, -3.98841], [3.07955, -9.49477, -2.74795], [4.71831, -8.86806, -3.00089], [2.03485, -8.19706, -2.15189], [2.43985, -10.11089, -4.28098], [3.12657, -10.80745, -1.55768]], "forces_ev_per_a": [[0.3, 1.1, 0.3], [-0.1, -0.7, -1.2], [-0.9, 1.0, -0.3], [-0.8, 1.5, -1.0], [1.5, 1.4, 0.1], [2.7, -1.6, 1.0], [-0.3, -0.1, 0.1], [-1.4, -2.5, 0.4], [-0.1, -0.6, 0.7], [-0.3, -0.2, 0.5], [-1.1, -2.0, 0.7], [1.6, -2.1, 0.0], [1.0, -0.2, -0.5], [0.3, 2.8, -0.6], [1.6, -0.8, 0.7], [-1.8, 0.6, -2.0], [0.7, 1.6, 0.7], [0.6, -0.3, 0.4], [1.2, 1.6, 1.5], [-1.0, 0.9, -0.3], [-0.6, -0.8, -0.7], [-2.6, 1.1, 0.1], [0.9, 1.8, 0.4], [0.7, 0.0, -0.6], [-0.3, 0.5, 0.7], [-1.1, -0.5, -0.3], [-0.4, -0.9, -0.3], [-0.4, -0.1, 0.9], [-0.6, 0.9, -0.4], [0.1, 0.9, -0.2], [-0.4, -0.7, 0.1], [-0.4, -2.5, 0.1], [0.9, -0.7, 0.0], [2.4, -0.6, -0.5], [0.1, -1.0, -0.2], [0.7, 0.5, 0.2], [-0.7, -0.6, 0.7], [0.2, 0.0, -1.1], [0.6, -0.7, -0.1], [-0.7, -0.5, 0.2], [0.0, -0.1, 0.4], [-0.2, 0.0, -0.1], [-0.1, -0.1, 0.1], [-0.1, -0.4, 0.2], [0.0, 0.1, 0.2], [-0.3, 0.4, -1.1], [-0.2, 0.2, 0.0], [-0.3, 0.4, -0.6], [0.1, -0.1, 0.0], [-1.6, 1.0, 0.6], [0.5, 0.2, -0.1], [0.0, 0.2, 0.0], [0.1, 0.0, 0.0], [0.0, -0.1, 0.1], [-0.2, -0.1, -0.4], [0.1, 1.5, 0.6], [0.1, -0.1, 0.1], [-0.3, -0.3, 0.0], [0.7, 0.0, 0.8], [-0.1, 0.1, -0.1], [0.1, 0.1, -0.1], [0.0, 0.0, 0.0], [0.0, 0.0, -0.2], [0.1, -0.1, 0.1], [-0.1, 0.1, 0.1], [0.1, 0.0, 0.0], [-0.1, 0.2, 0.2], [0.0, -0.5, 0.0], [0.0, -0.1, 0.1], [-0.3, -0.1, 0.0], [0.1, 0.0, -0.1], [0.0, -0.1, -0.1], [0.4, -0.4, 0.6], [-0.7, -0.4, -0.4], [0.1, 0.0, -0.1], [-0.1, 0.1, -0.1], [0.0, -0.1, -0.1], [0.1, 0.0, 0.1], [-0.1, 0.1, 0.1], [-0.2, -0.1, 0.0], [-0.1, 0.0, -0.7], [0.1, 0.0, 0.0], [0.0, 0.4, -0.2], [0.1, 0.0, 0.0], [-0.1, -0.1, -0.1], [0.0, 0.0, 0.2], [0.0, -0.1, 0.1], [0.2, 0.0, 0.4], [-0.2, 0.1, 0.0], [0.8, 0.3, 0.3], [0.0, 0.1, 0.1], [0.0, 0.0, 0.0], [-0.1, 0.1, 0.0], [-0.1, -0.1, 0.1], [0.2, -0.1, 0.0], [0.1, -0.1, -0.2], [0.0, 0.0, 0.0], [-0.1, 0.1, -0.1], [0.0, 0.2, 0.1], [0.0, -0.1, -0.1], [-0.1, -0.1, 0.1], [0.0, 0.0, 0.0], [-0.1, 0.0, 0.0], [0.1, -0.1, 0.0], [0.1, 0.1, 0.1], [0.1, 0.1, -0.2], [0.0, 0.0, 0.0], [-0.2, -0.1, 0.0], [0.1, -0.1, -0.1], [0.0, 0.0, 0.1], [0.0, 0.1, -0.1], [0.0, 0.1, -0.1], [0.0, -0.1, 0.1], [-0.1, 0.1, 0.1], [-0.8, -0.2, -0.7], [0.2, 0.0, 0.0], [0.0, 0.1, 0.0], [-0.1, -0.1, 0.0], [0.3, 0.0, -0.2], [0.1, 0.0, 0.1], [0.0, 0.1, -0.1]], "fmax_ev_per_a": 3.25, "total_energy_ev": -854887.65855, "charge": 0}